# 1
Computed, not measured: a structure of composition C25H31Br2F13GaN10OS at a distorted geometry, with the ωB97M-V functional and the def2-TZVPD basis.

Last column: Mulliken charge in e.
Atoms and positions in Å:
1 N -5.23744 0.06457 0.54162  -0.677
2 C -4.44903 -0.71302 0.22059  0.703
3 O -3.57876 -1.55657 -0.13431  -0.424
4 Ga -2.08431 -1.87108 1.04343  0.143
5 Br -2.87091 -3.32894 2.79638  -0.498
6 Br -1.50502 0.20728 2.05054  -0.489
7 C -0.57817 -2.80464 0.13057  -0.676
8 C 0.30693 -1.97798 -0.81081  -1.094
9 C 1.53291 -1.38568 -0.12974  1.332
10 F 1.40470 -1.25537 1.21179  -0.228
11 F 2.64558 -2.16440 -0.36135  -0.359
12 C 1.84953 0.02240 -0.68715  0.219
13 F 0.84275 0.85210 -0.34080  -0.268
14 F 1.88461 -0.04694 -2.04830  -0.278
15 C 3.18584 0.68080 -0.16841  0.598
16 F 2.95077 1.86275 0.43147  -0.208
17 F 3.75454 -0.13295 0.75807  -0.327
18 C 4.27881 0.85044 -1.26808  0.245
19 F 5.46826 1.02921 -0.64577  -0.190
20 F 4.36979 -0.26403 -2.00495  -0.180
21 S 4.07061 2.36413 -2.40102  1.406
22 F 2.54518 2.48299 -2.04283  -0.263
23 F 3.70044 1.45145 -3.63783  -0.287
24 F 5.60558 2.26586 -2.80100  -0.335
25 F 4.44415 3.30612 -1.19021  -0.328
26 F 3.93818 3.63379 -3.31879  -0.323
27 H 0.00250 -3.34218 0.87201  0.452
28 H -1.05050 -3.57341 -0.48009  0.535
29 H -0.29801 -1.21628 -1.27815  0.370
30 H 0.68753 -2.62894 -1.59376  0.375
31 C -6.22425 -5.04508 4.57650  -0.672
32 C -4.94617 -5.72536 4.44646  0.271
33 N -3.90675 -6.18332 4.31255  -0.349
34 H -6.19313 -4.11519 4.01055  0.244
35 H -7.02305 -5.67507 4.18992  0.262
36 H -6.41983 -4.82039 5.62307  0.251
37 C 7.67630 3.03350 0.40815  -0.323
38 C 8.85118 2.98057 1.26707  0.113
39 N 9.77455 2.93911 1.94226  -0.371
40 H 6.96730 3.76001 0.80013  0.251
41 H 7.96956 3.32860 -0.59741  0.275
42 H 7.20472 2.05983 0.37189  0.082
43 C -4.09328 -0.70607 -3.99213  -0.904
44 C -2.87109 -0.72266 -3.20959  0.532
45 N -1.91490 -0.72135 -2.58142  -0.450
46 H -4.88389 -0.20880 -3.43356  0.189
47 H -3.92123 -0.17303 -4.92599  0.356
48 H -4.40823 -1.72153 -4.20932  0.096
49 C -4.62903 -5.24431 -3.41061  -0.757
50 C -5.50855 -4.09297 -3.54284  0.494
51 N -6.18835 -3.17818 -3.65238  -0.458
52 H -5.22006 -6.14218 -3.24358  0.317
53 H -4.04060 -5.36490 -4.31788  0.275
54 H -3.95913 -5.09488 -2.56542  0.206
55 C 2.15940 -1.20061 -5.22189  -0.127
56 C 0.91463 -1.61149 -5.85517  0.236
57 N -0.05837 -1.93210 -6.36576  -0.402
58 H 1.95118 -0.73862 -4.25888  -0.260
59 H 2.79779 -2.06826 -5.06832  0.304
60 H 2.67598 -0.48438 -5.85772  0.309
61 C 2.14864 4.50483 2.58061  -0.728
62 C 1.94018 3.40856 3.51392  0.410
63 N 1.77619 2.54597 4.24825  -0.454
64 H 1.30291 4.59000 1.90218  0.269
65 H 2.24309 5.43485 3.13707  0.346
66 H 3.06136 4.34127 2.00993  0.168
67 C 2.22538 -2.30166 4.85664  -0.827
68 C 1.33657 -3.03791 3.97176  0.400
69 N 0.64059 -3.61607 3.27172  -0.368
70 H 1.64616 -1.81927 5.64123  0.263
71 H 2.94640 -2.98109 5.30724  0.321
72 H 2.75445 -1.53801 4.28960  0.217
73 C -0.37267 6.15547 5.61065  -0.754
74 C -0.56487 6.12487 4.16882  0.348
75 N -0.74057 6.08627 3.03858  -0.399
76 H -0.27778 7.18498 5.94969  0.289
77 H -1.22526 5.69184 6.10188  0.277
78 H 0.52806 5.60353 5.87322  0.261
79 C -4.91593 2.80355 -2.04236  -0.615
80 C -6.01821 2.26087 -2.82400  0.383
81 N -6.87314 1.80439 -3.43391  -0.436
82 H -5.25304 3.01389 -1.02985  0.275
83 H -4.10652 2.07664 -1.99176  0.114
84 H -4.55178 3.71983 -2.50289  0.304

Cartesian forces, eV/Å:
-0.77 0.73 0.07
0.67 -0.58 -0.20
0.09 -0.04 0.22
0.46 -0.33 0.74
-0.12 0.39 -0.47
-0.20 -0.13 -0.20
-0.32 0.08 -0.25
0.08 -0.38 0.62
-0.20 0.07 -0.16
0.08 -0.06 -0.27
-0.15 0.01 0.02
-0.47 0.53 0.35
0.35 -0.29 -0.26
-0.07 0.00 0.21
0.05 -0.56 0.33
0.08 -0.29 -0.10
-0.09 0.39 -0.26
0.52 -0.07 0.00
-0.48 -0.11 -0.17
0.20 0.41 0.31
0.01 -0.45 -0.21
-0.24 0.19 0.03
0.00 0.01 -0.15
0.09 -0.01 -0.08
0.11 0.24 0.20
0.02 0.08 -0.06
0.02 0.00 0.23
-0.13 -0.11 -0.07
0.19 0.29 -0.14
0.18 0.09 -0.25
-0.10 0.01 -0.01
-0.13 0.34 -0.06
0.28 -0.50 0.11
0.04 0.01 -0.02
-0.03 0.02 0.00
-0.02 0.01 0.01
0.07 0.13 0.02
-0.19 0.03 -0.14
0.29 0.00 0.20
-0.03 -0.01 -0.02
-0.03 -0.01 -0.02
-0.05 -0.09 0.00
-0.01 0.09 -0.09
-0.19 0.05 -0.10
0.26 0.12 -0.04
-0.07 -0.06 -0.01
-0.02 0.01 0.00
-0.05 0.04 -0.01
0.06 -0.03 0.08
0.12 -0.18 0.03
-0.27 0.14 -0.07
0.01 -0.02 0.01
0.02 -0.01 0.00
0.01 -0.01 0.01
0.01 0.03 0.09
0.20 0.08 0.09
-0.29 -0.11 -0.17
-0.01 -0.02 -0.02
0.02 0.00 0.02
0.02 0.01 0.00
0.07 0.08 -0.07
-0.01 0.12 -0.25
0.01 -0.23 0.34
-0.03 -0.02 0.02
-0.01 0.06 -0.05
-0.01 -0.05 -0.01
0.00 0.09 0.03
0.13 0.13 0.14
-0.07 -0.29 -0.22
0.00 0.03 0.00
0.01 0.00 0.01
-0.01 0.03 0.01
0.05 -0.01 0.06
-0.09 -0.05 0.26
0.04 0.07 -0.37
0.00 0.00 0.02
0.00 -0.02 0.01
0.00 -0.03 0.02
0.02 0.03 0.05
0.24 0.01 0.22
-0.27 -0.05 -0.27
0.03 -0.08 0.04
-0.01 -0.01 0.06
0.02 0.01 -0.01

Values from the calculation:
relative energy (zero: lowest compared OMol25 entry of this formula, charge and spin)	0.0000	eV
charge	-1
calculated total energy	-282001.6924	eV


# 2
Computed, not measured: the molecule C25H31N3O2 at a distorted geometry, with the ωB97M-V functional and the def2-TZVPD basis.

Last column: natural (NBO) charge in e.
Atoms and positions in Å:
1 C -4.38038 -2.08126 2.41005  -0.616
2 C -5.27658 -1.28213 1.47206  -0.383
3 C -4.78768 -1.24297 0.00964  -0.259
4 C -4.84853 -2.61584 -0.65273  -0.605
5 C -3.43080 -0.59517 -0.05171  -0.101
6 C -2.27076 -1.26915 -0.15264  -0.122
7 C -0.98563 -0.61297 -0.17345  0.158
8 N 0.03013 -1.41517 -0.29493  -0.384
9 C 1.35239 -1.17267 -0.33298  -0.090
10 C 2.20804 -2.23149 -0.63012  0.293
11 C 1.82611 -3.60896 -1.01282  -0.671
12 N 3.49102 -1.83399 -0.54927  -0.182
13 C 4.61527 -2.50274 -1.14571  -0.424
14 N 3.51126 -0.48309 -0.25850  -0.275
15 C 4.66832 0.18382 0.17117  0.202
16 C 4.85165 1.51458 -0.19049  -0.224
17 C 5.97013 2.19505 0.25360  -0.185
18 C 6.91450 1.55584 1.03960  -0.218
19 C 6.72733 0.23243 1.40238  -0.202
20 C 5.60420 -0.45463 0.98118  -0.264
21 C 2.20654 -0.00803 -0.07988  0.600
22 O 1.97470 1.14286 0.24181  -0.640
23 C -0.97702 0.82182 -0.07538  -0.187
24 C -2.11384 1.53849 0.02778  -0.074
25 C -2.10127 3.04135 0.12766  -0.272
26 C -1.31574 3.49277 1.36088  -0.590
27 C -1.51701 3.67022 -1.14469  -0.376
28 C -2.31696 3.29599 -2.38634  -0.608
29 C -3.42823 0.87787 0.03771  0.556
30 O -4.47353 1.51649 0.11086  -0.572
31 H -4.75227 -2.00522 3.42966  0.212
32 H -4.36190 -3.13361 2.13712  0.196
33 H -3.36170 -1.70006 2.38774  0.207
34 H -6.28390 -1.70461 1.48649  0.199
35 H -5.34237 -0.25327 1.83023  0.216
36 H -5.47382 -0.57342 -0.52330  0.232
37 H -4.48486 -2.55743 -1.67640  0.212
38 H -4.25158 -3.34772 -0.11617  0.197
39 H -5.87814 -2.96688 -0.67225  0.212
40 H -2.24696 -2.34634 -0.21941  0.211
41 H 2.36076 -4.34313 -0.41247  0.229
42 H 2.04949 -3.79896 -2.06315  0.230
43 H 0.75633 -3.71293 -0.85675  0.268
44 H 4.92798 -3.34864 -0.52957  0.212
45 H 4.35513 -2.87186 -2.14038  0.211
46 H 5.44506 -1.80423 -1.23394  0.242
47 H 4.10885 2.00664 -0.79607  0.242
48 H 6.10675 3.22966 -0.02179  0.218
49 H 7.79005 2.08915 1.37701  0.217
50 H 7.45225 -0.26653 2.02810  0.217
51 H 5.44385 -1.47566 1.29473  0.217
52 H -0.02124 1.32140 -0.07649  0.248
53 H -3.14153 3.36920 0.22994  0.232
54 H -1.35689 4.57584 1.45549  0.205
55 H -1.73818 3.05143 2.26110  0.209
56 H -0.27373 3.19119 1.28504  0.210
57 H -0.48046 3.34774 -1.26347  0.196
58 H -1.51749 4.75642 -1.02741  0.199
59 H -2.27227 2.22265 -2.56126  0.203
60 H -3.36113 3.57490 -2.26293  0.208
61 H -1.92373 3.80493 -3.26415  0.206

Cartesian forces, eV/Å:
-0.18 0.10 -0.08
0.11 0.04 -0.01
-0.17 -0.02 -0.02
0.04 0.26 0.08
-0.08 -0.53 -0.13
-0.86 0.15 0.00
0.81 -0.67 -0.07
-1.45 0.14 0.09
1.24 -0.06 -0.16
-0.02 0.51 0.26
0.06 0.02 0.00
-0.39 -0.23 0.34
0.30 -0.22 -0.30
-0.32 0.11 -0.35
0.39 0.12 0.25
-0.09 -0.11 -0.05
0.03 -0.02 0.01
0.06 0.02 0.05
0.09 0.01 0.00
-0.17 0.02 -0.05
-0.09 -0.19 -0.16
-0.09 0.28 0.16
-0.27 0.78 0.09
0.43 0.16 -0.01
0.21 0.23 0.03
-0.20 -0.05 -0.11
-0.31 -0.11 -0.02
0.16 0.12 0.09
-0.23 0.06 0.02
0.36 -0.25 -0.03
0.02 -0.05 0.10
0.06 -0.15 0.03
0.10 -0.02 0.07
-0.06 0.06 -0.01
-0.10 -0.01 -0.01
0.10 -0.08 0.06
0.03 -0.07 -0.10
0.07 -0.17 0.02
-0.08 -0.08 0.01
-0.03 -0.12 -0.03
0.03 -0.07 0.02
0.00 -0.03 -0.06
-0.01 -0.03 -0.01
0.04 0.07 -0.03
0.04 0.05 0.02
-0.07 -0.09 0.00
-0.06 0.02 -0.06
0.00 0.09 -0.03
0.08 0.05 0.03
0.06 -0.04 0.05
-0.04 -0.09 0.01
0.11 0.04 0.01
0.15 -0.05 -0.04
0.02 0.12 0.04
0.02 -0.01 0.13
0.15 -0.03 0.03
0.10 0.05 0.04
0.08 0.03 0.04
-0.03 -0.09 -0.08
-0.13 0.02 -0.03
-0.02 -0.01 -0.12

Values from the calculation:
relative energy (zero: lowest compared OMol25 entry of this formula, charge and spin)	2.7728	eV
charge	0
calculated total energy	-34992.6834	eV